Formula: C52H132N10O11
Source: the Open Molecules 2025 dataset
Level of theory: ωB97M-V/def2-TZVPD

```
205
Properties=species:S:1:pos:R:3
N 3.60 16.84 7.06
H -4.12 22.97 5.11
N -9.93 17.79 -8.43
C -11.69 23.05 -4.35
O -7.83 16.57 -6.94
C 0.20 9.79 -4.15
H -4.70 29.57 -4.84
H -10.46 13.97 1.45
N -3.56 23.49 4.45
H -10.40 23.90 -6.69
H -1.41 11.52 -4.33
H 1.13 16.35 5.63
H -10.42 19.32 8.39
C 2.60 17.80 6.61
H -10.33 8.71 -1.48
H 6.95 17.47 7.33
H -9.65 15.66 -6.95
C -10.82 14.09 0.43
H -9.69 22.49 8.06
C -11.36 24.35 -6.45
H -4.76 25.86 -1.98
H -8.68 17.44 -10.83
H -10.63 21.25 6.17
C -8.47 10.40 -1.75
N -10.52 25.23 -4.28
H -3.95 24.99 8.61
H 4.40 15.69 9.41
H -7.86 15.92 -5.01
C 4.82 17.18 7.76
H 0.38 17.82 6.11
H -9.65 24.73 -4.15
H 0.54 8.81 -3.80
H 0.82 16.71 7.29
C -0.44 10.48 -2.90
H -12.86 12.59 1.07
H -4.21 21.94 -6.09
H -4.19 18.16 1.26
H -4.14 14.88 -0.62
H -7.52 17.68 -9.52
H 3.51 15.12 6.66
C -9.41 19.49 6.28
H -0.40 19.94 -4.26
C 0.65 10.78 -1.82
C -2.42 21.62 -8.07
C -2.38 9.80 4.38
H -3.01 21.75 -8.97
O -2.38 9.38 5.70
O -1.32 19.46 -6.06
H -4.40 17.62 -0.46
H -9.41 20.77 -3.59
H -8.78 19.71 5.42
O -10.48 22.35 -4.48
H -6.32 29.45 -5.41
C -9.88 10.87 -1.49
H -8.36 12.37 0.43
C 3.75 19.52 8.17
C 5.15 15.93 8.65
H -10.98 20.88 8.69
H 2.40 19.32 5.05
H 0.27 11.97 7.62
H -10.93 10.25 -3.20
H -2.70 10.84 4.31
H -12.08 12.40 -3.69
C -0.67 19.05 -4.83
H -10.76 21.35 -2.68
N -9.87 11.99 -0.54
H -12.51 22.47 -4.76
H 0.06 11.16 -0.98
H -3.95 24.42 4.44
H -8.54 17.06 6.31
C -12.09 11.97 0.61
N -6.08 26.91 -6.34
O -5.23 25.70 -4.06
H -7.83 11.24 -2.06
O -8.65 18.77 7.31
C 4.68 18.44 8.76
H -4.14 27.49 -6.16
H 0.01 10.84 5.41
H -8.11 9.89 -0.86
H -11.64 14.82 0.44
H -10.20 18.33 -9.24
H 3.71 20.31 8.92
O 3.80 15.85 6.11
H -7.09 18.11 6.11
C 3.03 18.47 5.29
C -11.53 24.41 -4.98
H -11.44 11.64 1.42
H 0.64 8.30 7.13
C -3.20 24.19 8.58
C -1.59 10.21 6.63
H 3.03 10.82 -0.90
C -4.55 17.38 0.59
H -12.11 23.83 -7.04
H -9.85 15.86 -9.41
O 1.41 9.62 -1.39
H -3.09 9.31 3.71
H -1.74 22.64 5.15
H -11.05 20.31 -4.02
C -10.07 20.67 6.89
H 0.18 18.38 -4.93
N -1.02 11.75 -3.43
H -6.36 16.55 -5.71
H -1.21 23.89 3.11
H 2.96 17.82 4.42
H 1.70 19.63 7.36
C -10.66 9.62 -0.97
C -0.08 10.31 6.35
H -11.27 25.37 -6.83
C 2.45 9.99 -0.50
H -5.57 27.69 -3.44
N -4.41 21.34 -6.87
H -1.66 9.69 7.59
H 6.12 16.84 6.02
H -9.85 11.59 -3.55
H -12.71 13.60 -1.61
H -0.43 9.54 -5.00
C 1.20 17.15 6.37
H -2.30 24.68 8.95
C -7.20 15.88 -5.87
C -8.22 16.97 -9.97
C -1.34 24.40 4.06
H -4.98 20.65 -6.41
C 5.96 17.52 6.86
O -9.11 11.79 0.62
H 4.06 18.81 5.26
C -10.42 21.15 -3.70
C -11.13 12.74 -0.30
H -8.37 14.83 -7.84
H -1.80 25.38 3.88
C -5.06 27.63 -5.59
H 1.96 10.43 0.37
H 1.36 11.57 -2.09
N 0.69 11.10 7.31
H 6.15 15.94 9.09
H -6.80 14.88 -6.07
C -11.70 13.19 -1.67
H -10.22 18.86 5.91
H -12.64 11.11 0.22
H 1.13 10.29 -4.42
C -8.81 15.80 -7.63
H -10.11 14.66 -0.15
H -8.51 21.22 8.35
C -3.20 20.64 -7.21
H -2.79 15.98 0.78
C -7.84 17.74 6.80
C -3.88 16.08 0.88
H 4.31 18.18 9.76
H -0.36 24.59 4.48
H -3.47 19.72 -7.73
H -1.44 9.74 3.83
H -1.29 10.05 -2.38
H -3.78 24.71 -2.82
H 5.08 14.99 8.11
H -5.37 24.28 -2.52
H -3.09 19.97 -5.07
H -1.29 24.39 6.81
H -0.30 12.41 -3.65
O -3.03 23.51 7.29
H 4.26 20.04 7.35
H -12.70 11.42 -2.37
H -2.70 25.32 6.28
C -4.78 25.15 -2.81
C 2.42 18.89 7.70
C -2.43 20.38 -5.84
H -2.37 22.65 -7.72
H -1.44 21.30 -8.42
C -9.26 16.63 -8.89
H -5.63 17.36 0.76
H -3.51 23.52 9.38
H -2.02 21.26 -5.34
H 3.20 9.27 -0.18
C 0.62 8.96 6.26
H -10.83 25.38 -3.34
O -4.46 14.95 0.28
H -5.07 29.59 -6.64
C -2.28 24.31 6.35
N -10.90 20.13 8.02
H -5.82 25.94 -6.22
H -12.45 24.97 -4.82
H -11.73 9.67 -1.22
H 5.81 18.52 6.45
H 5.73 18.72 8.84
H -8.43 9.62 -2.50
C -2.18 23.63 4.98
H -7.73 16.07 -10.33
C -9.17 21.65 7.60
H 0.71 10.66 8.22
H -8.54 22.01 6.79
H -3.92 27.30 -3.79
H 1.94 18.46 8.58
H -4.07 15.98 1.95
H -1.35 18.58 -4.12
H 0.23 8.33 5.45
H 1.65 9.29 6.13
C -11.85 12.02 -2.69
H -7.01 26.88 -5.94
H -10.63 9.58 0.11
C -4.94 27.13 -4.12
H -11.07 13.95 -2.14
H -9.20 18.35 -8.01
H -2.10 11.16 6.74
H -11.79 23.16 -3.27
H -7.30 17.23 7.59
C -5.29 29.16 -5.66
C -10.53 11.18 -2.81
```

electronic energy: -3435.18748 a.u.
E_LUMO: 0.055 eV
relative energy (zero: lowest compared OMol25 entry of this formula, charge and spin): 1.608 eV
highest occupied orbital energy: -8.22 eV